Formula: C32H60N2O7
Source: OMol25
Level of theory: ωB97M-V/def2-TZVPD

Its net charge is +1. The spin multiplicity is 2. The orbital gap (alpha / beta) is 7.92 / 1.77 eV. The value obtained for the molecular weight is 584.84 g/mol. For the maximum force, the calculation gives 3.57 eV/Å. Its HOMO energy (alpha / beta) is -0.399 / -0.399 Eh.

```
101
Properties=species:S:1:pos:R:3:forces:R:3
C -4.84257 -2.92741 -3.26531 -0.117 1.772 -1.540
C -4.99234 -3.03712 -1.77334 -0.103 -0.713 0.736
C -3.78105 -3.86806 -1.37466 1.243 0.451 0.041
O -2.99383 -4.07361 -2.56700 0.136 -0.519 0.152
C -3.82931 -3.95282 -3.71523 -0.206 -0.724 0.628
H -4.38790 -1.96378 -3.49506 0.162 0.240 0.164
H -5.76685 -2.85159 -3.83808 -0.138 -0.612 0.121
H -5.88150 -3.58514 -1.46161 -0.182 0.221 -0.156
H -4.97212 -2.07510 -1.26126 -0.178 -0.015 -0.188
H -4.03791 -4.77954 -0.83490 -0.047 -0.362 -0.453
H -3.08428 -3.33395 -0.72864 -0.190 0.145 0.269
H -4.27587 -4.91287 -3.97407 -0.215 -0.267 0.162
H -3.19854 -3.69936 -4.56728 -0.070 0.430 0.076
C 2.41570 -3.14630 -3.23424 0.114 -0.385 1.977
C 2.23937 -2.32391 -4.42341 1.550 2.287 -1.317
C 1.62711 -3.17069 -5.46916 -0.225 -0.288 0.821
O 1.81631 -4.53307 -5.00416 0.307 0.070 -0.327
C 2.58147 -4.53505 -3.79204 -1.062 0.215 0.567
H 1.54513 -3.05426 -2.58484 -0.120 -0.437 0.111
H 3.26532 -2.81030 -2.63981 0.037 -0.223 -0.036
H 3.22876 -2.07028 -4.80404 0.201 0.313 -0.002
H 1.74692 -1.36827 -4.24355 -0.225 -0.187 -0.070
H 2.12332 -3.09011 -6.43631 -0.347 -0.391 -0.423
H 0.56080 -2.95430 -5.53448 -0.433 -0.657 -0.475
H 3.59569 -4.84119 -4.04841 0.460 0.055 -0.532
H 2.23242 -5.34390 -3.15014 -0.305 -0.305 -0.212
C -0.05869 -1.14863 4.49992 1.512 -1.341 -2.938
C -0.30324 -0.32948 5.64150 -0.843 1.313 1.479
C -0.32221 -1.36607 6.74100 -0.588 0.609 0.331
O -0.87957 -2.51767 6.13350 -0.287 -1.813 -0.216
C -0.88400 -2.43918 4.72105 1.278 2.445 -0.741
H 0.99399 -1.42236 4.42892 0.185 -0.282 -0.023
H -0.25711 -0.61860 3.56837 -0.247 -0.125 -0.258
H -1.29683 0.01997 5.36085 -0.334 0.817 1.212
H 0.40925 0.47967 5.80193 -0.313 0.083 0.006
H -0.96030 -1.12506 7.59121 -0.050 0.127 -0.020
H 0.67778 -1.52342 7.14517 0.238 -0.346 -0.199
H -1.87517 -2.34738 4.27692 -0.361 -0.131 0.426
H -0.29751 -3.10435 4.08729 -0.194 -1.332 0.906
C 1.89393 -4.74478 0.88320 0.261 -0.002 -0.076
C 3.38698 -4.35875 0.92471 -0.685 -1.278 0.538
C 3.41295 -3.66352 2.24717 -0.316 1.353 0.754
O 2.19051 -2.90310 2.31287 -0.471 0.000 -0.516
C 1.24055 -3.47371 1.38984 0.981 -0.516 0.268
H 1.65713 -5.52512 1.60645 0.371 -0.265 -0.099
H 1.50788 -5.06507 -0.08453 0.043 0.034 -0.106
H 3.65041 -3.67329 0.11920 0.179 -0.168 -0.077
H 4.00248 -5.25525 0.99916 0.293 0.155 -0.569
H 4.22674 -2.94684 2.35776 0.085 -0.078 0.018
H 3.39500 -4.30918 3.12517 0.345 -0.461 -0.202
H 1.13691 -2.81156 0.53025 -0.688 0.391 0.297
H 0.35133 -3.78841 1.93607 -0.414 0.820 -0.254
C -0.77506 4.01541 -3.61337 -0.956 -0.646 1.610
C -1.02359 5.28290 -4.32046 0.041 1.206 -1.195
C -2.13560 4.91105 -5.35749 0.727 0.643 0.743
O -1.94902 3.52823 -5.62884 -0.065 0.176 0.538
C -1.09187 2.96274 -4.62484 0.492 -0.660 -0.908
H -1.52962 3.92685 -2.83177 -0.124 0.016 0.314
H 0.17686 3.93644 -3.08830 0.190 -0.118 -0.427
H -0.12270 5.58853 -4.85253 0.038 0.094 -0.184
H -1.25088 6.08141 -3.61420 -0.335 0.123 -0.284
H -2.03715 5.48036 -6.28177 0.038 -0.071 -0.030
H -3.12092 5.12538 -4.94358 -0.215 -0.237 0.062
H -0.16886 2.68903 -5.13598 0.083 -0.481 -0.065
H -1.56702 2.09114 -4.17469 0.095 -0.064 -0.182
C 2.47570 4.48675 -0.09266 0.828 0.645 -0.601
C 3.30644 3.35322 0.46378 -0.131 0.175 0.940
C 4.32857 4.15952 1.32690 -0.793 -1.088 -0.834
O 4.56752 5.32649 0.59224 -0.080 1.069 -1.139
C 3.60414 5.45218 -0.48200 0.052 -0.182 0.372
H 1.89150 4.92639 0.71575 -0.354 -0.022 -0.203
H 1.89172 4.19733 -0.96633 -0.285 0.125 0.168
H 3.80080 2.79348 -0.33019 0.062 -0.011 0.026
H 2.65500 2.69362 1.03706 0.345 -0.273 0.167
H 5.26433 3.60905 1.42398 -0.023 0.083 0.435
H 3.87256 4.45104 2.27302 0.209 -0.342 0.332
H 4.04113 5.13305 -1.42820 0.268 -0.211 -0.095
H 3.34318 6.49979 -0.63192 -0.138 0.008 0.426
C -0.76220 4.01157 3.77457 -0.413 0.465 0.495
C -1.23422 3.68155 5.16280 2.427 -2.006 1.236
O -0.52633 3.01808 5.93929 -0.181 0.654 -0.644
N -2.45467 3.99914 5.51968 -2.548 0.739 -0.780
C -3.06847 3.69248 6.80983 1.180 0.762 -0.561
H -1.46042 4.75516 3.39031 0.162 -0.197 -0.725
H -0.74432 3.05879 3.24543 -0.117 0.249 -0.337
H 0.24290 4.43282 3.79547 -0.088 -0.109 0.110
H -3.06284 4.48590 4.87680 0.349 -0.034 -0.044
H -4.14483 3.79083 6.66888 0.135 -0.289 0.380
H -2.66365 4.49116 7.43140 -0.501 -0.299 0.807
H -2.69820 2.72702 7.15462 -0.380 0.060 0.048
N -0.19563 0.70628 -2.19030 0.279 0.560 0.307
C -0.35469 -0.64223 -2.21067 -0.746 1.912 1.532
C -0.70292 -1.32288 -1.04525 0.049 0.422 -0.171
C -0.78756 -0.60627 0.17208 0.505 -1.852 -1.175
C -0.52038 0.72454 0.16897 -0.292 1.571 0.153
C -0.28759 1.40612 -1.02909 0.214 -2.443 -0.893
H -0.34316 -1.07185 -3.20146 0.079 -0.333 -0.020
H -0.94647 -2.37324 -1.10721 0.046 -0.169 0.165
H -0.95219 -1.18422 1.06945 -0.229 0.240 0.212
H -0.57723 1.30566 1.07752 0.079 -0.038 0.192
H -0.13555 2.47537 -1.03065 -0.009 0.056 -0.307
```
Forces are in eV/Å.